{
  "formula": "C27H63Cl6N6O10P",
  "method": "ωB97M-V/def2-TZVPD",
  "homo_energy_ev": -9.201,
  "e_tot_ev": -142865.754,
  "smiles": "COP(=O)(OC)OC.CNC(C)=O.CNC(C)=O.CNC(C)=O.CNC(C)=O.CNC(C)=O.CNC(C)=O.ClCCCl.ClCCCl.ClCCCl",
  "gap_ev": 9.26,
  "lumo_energy_ev": 0.06,
  "total_charge": 0,
  "elements": ["C", "O", "P", "O", "O", "C", "O", "C", "H", "H", "H", "H", "H", "H", "H", "H", "H", "C", "N", "C", "C", "O", "H", "H", "H", "H", "H", "H", "H", "C", "N", "C", "C", "O", "H", "H", "H", "H", "H", "H", "H", "C", "N", "C", "C", "O", "H", "H", "H", "H", "H", "H", "H", "C", "N", "C", "C", "O", "H", "H", "H", "H", "H", "H", "H", "C", "N", "C", "C", "O", "H", "H", "H", "H", "H", "H", "H", "C", "N", "C", "C", "O", "H", "H", "H", "H", "H", "H", "H", "Cl", "C", "C", "Cl", "H", "H", "H", "H", "Cl", "C", "C", "Cl", "H", "H", "H", "H", "Cl", "C", "C", "Cl", "H", "H", "H", "H"],
  "xyz": [[2.8043, -2.9071, -0.8499], [1.7430, -3.8402, -0.9287], [0.2824, -3.2820, -0.6059], [0.1500, -2.6352, 0.7102], [-0.1461, -2.3614, -1.8326], [0.1002, -2.8108, -3.1734], [-0.5812, -4.6202, -0.7754], [-0.6933, -5.4602, 0.3613], [2.5023, -1.9533, -0.4123], [3.3060, -2.7262, -1.8021], [3.5920, -3.2631, -0.1842], [-0.6413, -2.3788, -3.8393], [0.1253, -3.8993, -3.2068], [1.0758, -2.4682, -3.5300], [-1.7419, -5.5362, 0.6619], [-0.1349, -5.1506, 1.2439], [-0.4045, -6.4956, 0.1658], [-1.7357, 6.3746, 1.0629], [-0.7455, 5.4186, 1.5349], [-0.8876, 4.7613, 2.7107], [0.1797, 3.7505, 3.0807], [-1.7919, 4.9673, 3.4968], [-2.1791, 6.0344, 0.1267], [-1.1795, 7.2896, 0.8309], [-2.4968, 6.6006, 1.7991], [0.0780, 5.3099, 0.9745], [0.4868, 3.9913, 4.0975], [1.0543, 3.6863, 2.4342], [-0.2989, 2.7727, 3.1518], [0.5473, -0.7560, 3.6566], [1.0050, -2.1012, 3.4363], [1.9475, -2.6973, 4.2027], [2.3573, -4.0778, 3.7069], [2.4379, -2.2052, 5.2067], [1.3150, 0.0190, 3.5770], [0.0815, -0.6123, 4.6318], [-0.2309, -0.5599, 2.9170], [0.8988, -2.5623, 2.5415], [2.8851, -4.5840, 4.5073], [3.0289, -3.9810, 2.8484], [1.4681, -4.5794, 3.3232], [-1.0256, 3.9050, -2.9066], [-2.2620, 4.6477, -2.9531], [-3.3926, 4.0953, -3.4453], [-4.5784, 5.0318, -3.5580], [-3.4833, 2.9159, -3.7556], [-1.2478, 2.9213, -2.4877], [-0.2764, 4.3392, -2.2504], [-0.6171, 3.6847, -3.8957], [-2.2387, 5.6253, -2.7299], [-4.3535, 5.9071, -4.1708], [-4.9321, 5.3688, -2.5827], [-5.4122, 4.5360, -4.0496], [3.9530, 1.8467, -1.4786], [4.6032, 0.6322, -1.9003], [5.8658, 0.2526, -1.5926], [6.3260, -1.0744, -2.1413], [6.6118, 0.8814, -0.8560], [4.1046, 2.1272, -0.4382], [2.8768, 1.7233, -1.5920], [4.2331, 2.7007, -2.1022], [4.2965, 0.1970, -2.7571], [6.3653, -1.8074, -1.3320], [7.3338, -0.9919, -2.5422], [5.6979, -1.5673, -2.8889], [-4.3535, -0.0865, -5.1761], [-3.1472, 0.1458, -4.4094], [-2.0692, -0.6641, -4.4328], [-0.9242, -0.2050, -3.5520], [-2.0211, -1.7292, -5.0315], [-4.2472, 0.1827, -6.2295], [-5.1667, 0.4742, -4.7209], [-4.6460, -1.1375, -5.1758], [-3.1350, 1.0686, -3.9841], [-1.0732, -0.4779, -2.5126], [-0.9091, 0.8878, -3.6067], [0.0177, -0.5806, -3.9425], [-2.5308, -3.1690, 2.1735], [-3.5802, -2.4233, 2.7961], [-4.5151, -2.9096, 3.6330], [-5.4966, -1.9198, 4.2101], [-4.5324, -4.0967, 3.9430], [-2.0398, -2.5800, 1.4043], [-2.8916, -4.0558, 1.6366], [-1.8306, -3.5880, 2.8969], [-3.8336, -1.5217, 2.4203], [-5.8348, -1.1666, 3.4969], [-5.0913, -1.4823, 5.1191], [-6.3864, -2.5001, 4.4536], [-4.6680, 3.5133, 0.1736], [-4.1151, 1.8622, 0.5679], [-3.4461, 1.2694, -0.6536], [-2.9854, -0.4211, -0.3867], [-5.0332, 1.3313, 0.7998], [-3.4264, 1.8888, 1.4102], [-2.5631, 1.7909, -1.0119], [-4.1959, 1.3092, -1.4454], [6.7976, -0.9449, 4.3713], [7.2061, -1.5428, 2.7769], [6.3584, -1.0219, 1.6285], [4.6490, -1.5887, 1.8102], [7.1251, -2.6277, 2.8362], [8.2486, -1.2963, 2.5763], [6.8055, -1.3742, 0.7053], [6.3436, 0.0632, 1.6251], [0.2477, 1.3556, -0.9287], [0.3760, 0.3573, 0.5107], [1.8236, 0.1424, 0.8941], [2.5483, 1.5616, 1.7399], [-0.0669, -0.6198, 0.3111], [-0.2231, 0.8482, 1.2738], [2.4531, 0.0290, 0.0140], [1.9671, -0.7199, 1.5400]],
  "forces_ev_per_a": [[1.2321, 0.6398, 0.5685], [-0.4917, 0.1376, -0.1242], [-0.3743, -1.0361, -0.7939], [0.1726, 0.0518, -0.5176], [0.3499, -0.5136, 1.3626], [0.5973, -0.6870, -0.5523], [0.6494, 1.0245, -0.0176], [-0.7788, -1.2774, 0.9974], [-0.1702, -0.1120, -0.2416], [-0.4894, -0.1281, -0.2712], [-0.2514, -0.3500, 0.0524], [-0.0996, -0.7520, 0.2490], [-0.2960, -0.0059, -0.0738], [0.0986, 0.1005, 0.3244], [0.0823, 0.2904, -0.1493], [0.1478, 0.4146, -0.2224], [0.3047, 0.2622, -0.5630], [0.9859, 0.4705, -0.5576], [-0.7832, 0.0825, 0.0191], [0.6759, -0.2890, 0.5348], [-0.0552, 0.0866, 0.1070], [-0.4858, 0.1338, -0.2769], [-0.2689, -0.1351, 0.0898], [-0.3422, 0.1475, 0.0450], [0.0614, -0.2937, 0.1717], [0.1241, -0.2758, 0.1087], [0.1224, 0.0255, -0.0258], [-0.2105, 0.1022, -0.0565], [0.0468, -0.0426, -0.1490], [-0.5510, 0.4226, -0.0607], [0.5362, -0.4609, -0.0032], [0.6859, -0.0677, 0.6608], [-0.1129, 0.5916, -0.4067], [-0.3400, 0.0356, -0.2585], [0.1342, -0.2522, -0.0432], [0.0925, -0.3585, 0.1078], [0.0397, 0.0199, 0.0392], [-0.6304, 0.5198, -0.0778], [-0.2182, -0.2541, -0.0311], [0.1110, 0.1066, 0.1115], [0.0874, -0.4270, 0.3252], [-0.1383, -1.1820, 0.1623], [0.3420, 0.0888, -0.1304], [-0.6347, 0.3672, 0.2041], [-0.2681, 0.1473, -0.2511], [0.3089, 0.0131, 0.0447], [0.0075, 0.0619, 0.0385], [-0.1150, 0.3762, -0.1345], [0.0738, 0.3836, -0.0476], [-0.1767, 0.0835, -0.0994], [0.2055, 0.0385, 0.1566], [0.1920, -0.0091, 0.0643], [0.1319, -0.2533, 0.0730], [-0.4253, 0.7663, -0.3393], [0.1036, -0.6961, -0.3735], [0.7484, 0.3209, 0.7012], [-0.0435, -0.7716, -0.3318], [-0.4199, -0.0193, -0.0699], [0.4439, -0.4305, -0.0599], [0.0120, -0.1041, -0.0530], [0.1652, 0.0041, 0.0560], [-0.4903, 0.1189, 0.1836], [0.0638, 0.2181, 0.1664], [0.0022, 0.1420, 0.0460], [-0.1340, 0.4253, -0.1067], [-0.1516, -0.6205, -0.1902], [-0.4613, 0.2416, -0.1898], [-0.0864, 0.0630, 0.6728], [-0.3413, 1.3353, -0.6821], [-0.3413, 0.0064, -0.4703], [0.0402, 0.2237, 0.0538], [0.0447, 0.1505, -0.1032], [0.2139, -0.0358, 0.1906], [0.5391, -0.2814, -0.0303], [-0.0093, -0.1094, -0.1356], [0.1445, -0.0272, 0.1494], [-0.0853, 0.2256, 0.1430], [-0.0908, -1.1177, -0.5840], [-0.5183, 1.4308, -0.2699], [0.2150, -1.4829, 0.3354], [-0.6307, -0.4763, -0.3046], [-0.0289, 0.4915, 0.0756], [0.1735, 0.2501, 0.4506], [-0.4378, 0.1399, 0.1583], [0.1838, 0.4410, 0.0932], [0.5220, -0.0142, -0.1099], [0.3629, 0.2322, 0.0725], [-0.0042, 0.1639, -0.0539], [0.0820, 0.0473, 0.2493], [0.2225, 0.2045, 0.0180], [0.3387, -0.0625, -0.0644], [-0.7943, 0.3278, -0.6250], [-0.0149, -0.2475, 0.1990], [0.1955, -0.2603, 0.1813], [-0.2246, 0.1686, 0.1317], [0.0197, 0.1607, 0.3318], [0.2507, -0.2684, -0.1846], [-0.2529, 0.4061, 0.3695], [0.1860, -0.6237, -0.6382], [0.1031, 0.1433, 1.0458], [0.5063, 0.1007, -0.2914], [0.0272, 0.0100, -0.1014], [-0.0256, 0.0967, 0.0044], [-0.3263, -0.1026, -0.1362], [-0.1394, 0.0139, -0.1199], [-0.0172, 0.5334, -0.4728], [0.1217, -0.5203, 0.5657], [0.2932, 0.5114, 0.0390], [-0.1084, -0.1893, -0.0438], [0.0222, 0.3067, -0.1207], [0.2416, -0.0004, 0.1332], [-0.1336, -0.1275, -0.0565], [-0.1683, 0.1043, 0.0147]],
  "lowdin_charge": [-0.116, -0.185, 0.430, -0.252, -0.222, -0.080, -0.182, -0.104, 0.045, 0.088, 0.058, 0.042, 0.100, 0.098, 0.081, 0.078, 0.095, -0.069, 0.011, -0.564, -0.017, 0.039, 0.057, 0.082, 0.084, 0.125, 0.089, 0.021, 0.073, -0.082, 0.009, -0.563, 0.002, 0.045, 0.055, 0.096, 0.071, 0.073, 0.084, 0.056, 0.068, -0.086, 0.023, -0.533, 0.002, 0.023, 0.008, 0.082, 0.095, 0.132, 0.083, 0.073, 0.084, -0.092, 0.014, -0.555, -0.004, 0.040, 0.051, 0.028, 0.090, 0.130, 0.069, 0.088, 0.073, -0.070, 0.018, -0.524, -0.052, 0.027, 0.086, 0.080, 0.082, 0.072, 0.017, 0.060, 0.078, -0.093, 0.006, -0.558, -0.003, 0.037, 0.037, 0.076, 0.093, 0.104, 0.072, 0.087, 0.083, 0.578, -0.637, -0.670, 0.653, 0.065, 0.072, 0.026, 0.064, 0.577, -0.699, -0.596, 0.626, 0.063, 0.076, 0.052, 0.068, 0.692, -0.645, -0.648, 0.619, 0.019, 0.054, 0.025, 0.013]
}